Entry from the Open Molecules 2025 dataset: a cluster of 11 separate species, C42H57BF3O27S in total in a non-equilibrium geometry (ωB97M-V with the def2-TZVPD basis set).

## Properties
Charge: -1
Orbital gap, eV: 8.60
Spin multiplicity: 1

Element x y z (Å)
O1 -1.04802 -1.88828 -3.03418
C1 -1.05030 -1.57215 -1.88052
O2 -0.06944 -0.95284 -1.27566
B1 -0.48111 -0.44965 0.06705
O3 -1.86376 -0.99101 0.20390
C2 -2.14780 -1.78774 -0.81258
O4 -3.12397 -2.46596 -0.90481
O5 -0.53906 1.03224 0.13827
C3 0.42146 1.43088 0.89408
O6 0.79716 2.56176 1.10795
C4 0.99419 0.18242 1.69170
O7 0.42258 -0.87504 1.14593
O8 1.75528 0.26619 2.61038
F1 -0.30315 3.96030 -2.29507
C5 0.95066 4.37675 -2.55620
C6 1.18335 5.24149 -3.58962
C7 2.52856 5.58194 -3.86102
C8 3.53330 4.91171 -3.21011
C9 3.27340 3.96287 -2.20741
C10 1.96308 3.75445 -1.82412
H1 0.41035 5.52503 -4.29057
H2 2.76078 6.17642 -4.73385
H3 4.53399 5.05494 -3.60262
H4 4.10706 3.44285 -1.75799
H5 1.66936 3.02004 -1.08783
F2 -8.34309 -0.59470 -5.24456
C11 -7.02487 -0.86355 -5.06950
C12 -6.60971 -1.42309 -3.86280
C13 -5.24911 -1.64647 -3.73752
C14 -4.29305 -1.34030 -4.71565
C15 -4.80918 -0.82925 -5.90585
C16 -6.17320 -0.62686 -6.12802
H6 -7.34168 -1.85257 -3.19529
H7 -4.95735 -1.93494 -2.73115
H8 -3.25908 -1.49672 -4.44580
H9 -4.07958 -0.61843 -6.68051
H10 -6.48648 -0.34220 -7.12080
F3 -7.04530 0.11052 -0.98170
C17 -6.05134 0.89582 -1.41607
C18 -4.94366 1.10636 -0.61427
C19 -3.78946 1.72904 -1.06631
C20 -3.85208 2.28455 -2.34983
C21 -5.01198 2.27992 -3.12393
C22 -6.07951 1.53756 -2.62319
H11 -4.93565 0.59097 0.34319
H12 -2.86251 1.71288 -0.51706
H13 -2.96018 2.74437 -2.76432
H14 -5.03271 2.68474 -4.12313
H15 -7.00239 1.49536 -3.19564
C23 -0.86767 -0.41237 6.25071
S1 -0.24139 -2.15198 6.14364
O9 -1.11627 -2.97898 5.25227
C24 1.25002 -1.69715 5.18529
H16 -0.82696 0.07471 5.27783
H17 -0.17613 0.08447 6.93462
H18 -1.86663 -0.31586 6.67263
H19 1.59996 -0.68324 5.38100
H20 1.22637 -1.82869 4.10810
H21 1.97117 -2.38105 5.63816
C25 8.26476 0.41989 2.89529
O10 6.95695 -0.09556 3.01613
C26 6.86024 -1.44356 3.15909
O11 7.78476 -2.20032 3.11646
O12 5.61951 -1.82815 3.38150
C27 4.53524 -0.90183 3.27847
H22 8.82095 0.21012 3.81636
H23 8.24901 1.47476 2.65399
H24 8.84162 -0.16670 2.17224
H25 4.69870 0.03532 3.80660
H26 3.60104 -1.36377 3.57648
H27 4.42448 -0.63929 2.22363
C28 4.29001 -4.57263 1.71549
O13 3.13664 -4.24278 2.45617
C29 1.97845 -4.09338 1.80065
O14 1.85928 -4.23347 0.61070
O15 1.05202 -3.81863 2.68814
C30 -0.30822 -3.79199 2.28811
H28 4.26056 -4.32200 0.65534
H29 4.56931 -5.62118 1.81381
H30 5.10222 -3.96517 2.11685
H31 -0.58925 -2.88890 1.76256
H32 -0.90592 -4.16285 3.11609
H33 -0.62009 -4.58855 1.59486
C31 -3.49622 -7.74570 -0.33251
O16 -2.76528 -6.55027 -0.26440
C32 -2.10665 -6.09975 -1.37543
O17 -2.46189 -6.42209 -2.48688
O18 -1.22979 -5.21981 -1.00634
C33 -0.12764 -4.92706 -1.86503
H34 -4.17986 -7.74257 -1.18804
H35 -4.12683 -7.77415 0.55317
H36 -2.86061 -8.62754 -0.42862
H37 0.37051 -4.00457 -1.58433
H38 -0.50137 -4.69910 -2.86489
H39 0.58680 -5.74263 -1.92721
C34 -0.84490 1.03812 -4.29210
O19 -1.27101 2.15921 -5.07694
C35 -0.68676 2.56664 -6.18500
O20 -1.19217 3.35718 -6.92518
O21 0.55711 2.07543 -6.30202
C36 1.36767 2.54736 -7.35791
H40 -1.65300 0.81002 -3.60671
H41 0.08305 1.29006 -3.77752
H42 -0.65899 0.21968 -4.98787
H43 1.54833 3.62014 -7.30284
H44 1.03037 2.25260 -8.35283
H45 2.30094 2.00597 -7.18684
C37 -1.91404 2.64229 3.74563
O22 -2.19499 1.29944 3.33674
C38 -3.47621 1.05347 3.05738
O23 -4.40175 1.79364 2.92624
O24 -3.67160 -0.24266 2.75812
C39 -2.71960 -1.26855 2.99931
H46 -2.21933 3.35538 2.97825
H47 -0.84323 2.76554 3.87765
H48 -2.48596 2.85261 4.64939
H49 -1.71073 -0.86947 2.98195
H50 -2.78162 -1.99060 2.18525
H51 -2.95850 -1.90732 3.85008
C40 6.28724 6.02345 5.09547
O25 5.98797 4.84250 4.35088
C41 4.75172 4.70347 3.91642
O26 3.84629 5.49201 3.93579
O27 4.61541 3.43887 3.47644
C42 3.49260 3.22077 2.61682
H52 5.79567 6.95552 4.83159
H53 7.37010 6.10018 5.11318
H54 5.98309 5.80247 6.12411
H55 3.58512 2.22966 2.18743
H56 3.51607 3.92746 1.78294
H57 2.54498 3.38080 3.12258

=====

Entry from the Open Molecules 2025 dataset: a structure of composition C42H57BMgN8O4P in a non-equilibrium geometry (ωB97M-V with the def2-TZVPD basis set).

## Properties
Charge: +1
Orbital gap, eV: 7.65
Spin multiplicity: 1
Energy relative to the best compared isomer or geometry (same formula, charge and spin), eV: 1.2422

Element x y z (Å)
Mg1 0.09455 -0.77448 -0.11302
C1 -3.33820 -3.31992 2.88068
C2 -3.05527 -2.39979 1.73994
C3 -3.90234 -1.51622 1.10947
C4 -3.14237 -0.90194 0.09355
N1 -1.88147 -1.33085 0.16183
N2 -1.84313 -2.29108 1.14652
B1 -0.72362 -3.37105 1.02182
N3 0.61815 -3.01735 1.74324
N4 1.59281 -2.37185 1.03757
C5 2.72965 -2.64821 1.66531
C6 2.48768 -3.40204 2.83135
C7 1.13059 -3.63665 2.83551
C8 0.30537 -4.37607 3.83974
C9 4.04642 -2.22578 1.15330
C10 4.32170 -2.26829 -0.21151
C11 5.54632 -1.83267 -0.70098
C12 6.51785 -1.35340 0.16659
C13 6.26151 -1.32313 1.53542
C14 5.03546 -1.76475 2.02393
N5 -0.37331 -3.52828 -0.49054
N6 0.12263 -2.49150 -1.24406
C15 0.37867 -2.97232 -2.45241
C16 0.05972 -4.34137 -2.49378
C17 -0.41498 -4.65485 -1.23559
C18 -0.90173 -5.97256 -0.72508
C19 0.93071 -2.11578 -3.52368
C20 1.18034 -0.75661 -3.31685
C21 1.69966 0.03627 -4.32700
C22 1.98165 -0.51475 -5.56810
C23 1.73594 -1.86380 -5.78862
C24 1.21505 -2.65560 -4.77515
C25 -3.63643 -0.07829 -1.02622
C26 -4.88041 0.54310 -0.96243
C27 -5.37709 1.24638 -2.04864
C28 -4.64813 1.31226 -3.22912
C29 -3.41535 0.67867 -3.30934
C30 -2.91454 -0.00919 -2.21677
H1 -4.37183 -3.19981 3.19935
H2 -2.68876 -3.10032 3.72926
H3 -3.18087 -4.36614 2.60553
H4 -4.95888 -1.40079 1.30523
H5 -1.13244 -4.40524 1.46562
H6 3.22292 -3.79712 3.51644
H7 0.93122 -4.66452 4.68210
H8 -0.14138 -5.27922 3.41559
H9 -0.50760 -3.75031 4.21142
H10 3.55988 -2.64005 -0.88827
H11 5.73814 -1.86651 -1.76817
H12 7.47762 -1.02348 -0.21601
H13 7.02355 -0.97862 2.22619
H14 4.84504 -1.75081 3.09248
H15 0.15039 -5.02272 -3.32494
H16 -0.85969 -6.70684 -1.52698
H17 -1.93231 -5.90284 -0.37149
H18 -0.28813 -6.32810 0.10505
H19 0.94413 -0.30380 -2.36362
H20 1.87728 1.09134 -4.15057
H21 2.38284 0.10362 -6.36189
H22 1.94673 -2.30246 -6.75642
H23 1.02773 -3.70599 -4.96396
H24 -5.47493 0.47998 -0.06070
H25 -6.33957 1.74011 -1.97701
H26 -5.04397 1.84552 -4.08512
H27 -2.84830 0.71031 -4.23275
H28 -1.96199 -0.51708 -2.29184
N7 3.77846 2.24760 2.16054
C31 3.38739 2.40697 0.71250
C32 2.85150 1.06193 0.23630
N8 1.71705 0.59091 1.06500
C33 2.04667 0.55651 2.49370
C34 2.56343 1.90404 2.99398
H29 4.22315 3.09429 2.49961
H30 4.44917 1.47997 2.23895
H31 4.25224 2.74643 0.14338
H32 2.58359 3.13792 0.67404
H33 3.64902 0.32418 0.23989
H34 2.50340 1.18362 -0.79064
H35 1.02504 1.33331 0.96581
H36 2.81160 -0.18874 2.67947
H37 1.16464 0.26946 3.06200
H38 2.85673 1.85286 4.04004
H39 1.83058 2.69105 2.83722
C35 -2.93318 4.72013 -1.54485
C36 -1.47027 4.49905 -1.90338
C37 -1.26876 4.61972 -3.40092
C38 -0.58144 5.48813 -1.15886
O1 -1.09498 3.11615 -1.60229
P1 -0.72246 2.45508 -0.22238
O2 0.41400 3.11878 0.49065
O3 -0.44947 0.99171 -0.55882
O4 -2.04409 2.58236 0.64787
C39 -2.08981 2.81243 2.09258
C40 -1.66636 4.23809 2.42871
C41 -1.20639 1.79862 2.82116
C42 -3.53717 2.60761 2.49213
H40 -3.23092 5.73123 -1.83196
H41 -3.08994 4.59322 -0.47244
H42 -3.56289 4.00115 -2.06860
H43 -1.57232 5.60907 -3.74581
H44 -1.86971 3.86318 -3.91231
H45 -0.21957 4.45673 -3.65943
H46 -0.80586 6.50267 -1.49266
H47 0.47213 5.27295 -1.34765
H48 -0.75629 5.43405 -0.08262
H49 -0.67953 4.44821 2.01859
H50 -1.63505 4.36428 3.51374
H51 -2.38104 4.95817 2.01817
H52 -0.15000 2.02322 2.63869
H53 -1.42959 0.78202 2.47820
H54 -1.39253 1.85354 3.89588
H55 -4.19037 3.22644 1.87213
H56 -3.67396 2.88311 3.53975
H57 -3.81665 1.56219 2.36350

=====

| no. | total energy (eV) |
| --- | --- |
| 1 | -119431.2049 |
| 2 | -80005.8205 |